Formula: C11H44BeN22O11
Source: OMol25
Level of theory: wB97M-V/def2-TZVPD

Geometry (Å):
1 Be 3.17 0.39 2.19
2 C 6.05 -1.40 3.91
3 O 5.22 -0.58 3.58
4 N 5.81 -2.69 4.14
5 N 7.28 -1.14 3.97
6 H 4.86 -2.80 3.79
7 H 6.55 -3.38 4.15
8 H 7.67 -1.70 4.72
9 H 7.67 -0.23 3.77
10 C 2.16 -2.73 4.29
11 O 2.59 -1.63 4.11
12 N 2.21 -3.38 5.44
13 N 1.75 -3.49 3.28
14 H 1.70 -4.25 5.45
15 H 2.48 -2.84 6.25
16 H 1.65 -3.03 2.39
17 H 1.16 -4.23 3.61
18 C 2.90 4.01 2.10
19 O 2.64 2.90 1.77
20 N 2.43 4.49 3.21
21 N 3.52 4.86 1.35
22 H 1.83 3.88 3.74
23 H 2.52 5.47 3.44
24 H 3.60 5.80 1.70
25 H 4.17 4.53 0.66
26 C 2.49 1.66 -1.10
27 O 2.96 0.97 -0.21
28 N 1.92 2.81 -0.85
29 N 2.19 1.33 -2.38
30 H 1.41 3.21 -1.63
31 H 2.04 3.22 0.06
32 H 2.45 0.42 -2.72
33 H 2.06 2.14 -2.97
34 C 0.98 -2.35 0.37
35 O 1.48 -1.33 0.80
36 N 1.35 -3.24 -0.50
37 N -0.13 -2.69 0.96
38 H 0.92 -4.15 -0.53
39 H 2.23 -3.02 -0.94
40 H -0.53 -3.44 0.42
41 H -0.54 -2.01 1.58
42 C 4.85 -2.31 0.11
43 O 4.51 -1.40 0.85
44 N 5.58 -2.30 -1.03
45 N 4.59 -3.58 0.29
46 H 5.46 -1.39 -1.44
47 H 5.75 -3.18 -1.50
48 H 4.03 -3.84 1.09
49 H 4.83 -4.21 -0.46
50 C 5.62 3.52 -1.69
51 O 5.47 4.24 -0.71
52 N 6.43 2.55 -1.75
53 N 4.86 3.46 -2.77
54 H 6.64 2.15 -0.85
55 H 6.50 2.04 -2.62
56 H 5.10 2.74 -3.44
57 H 4.23 4.24 -2.90
58 C -0.54 0.56 1.97
59 O 0.49 0.74 2.61
60 N -1.75 0.31 2.46
61 N -0.66 0.85 0.73
62 H -2.51 0.27 1.79
63 H -1.95 0.16 3.43
64 H 0.13 1.22 0.22
65 H -1.50 0.46 0.33
66 C 3.26 1.86 5.47
67 O 3.25 1.80 4.26
68 N 2.65 2.67 6.32
69 N 3.87 0.90 6.18
70 H 2.76 2.34 7.27
71 H 2.13 3.48 6.02
72 H 3.94 0.99 7.18
73 H 4.12 0.03 5.72
74 C 9.13 -1.91 0.57
75 O 9.89 -2.06 -0.31
76 N 7.96 -1.47 0.63
77 N 9.59 -2.04 1.80
78 H 7.37 -1.50 -0.19
79 H 7.51 -1.56 1.53
80 H 10.58 -2.27 1.81
81 H 9.00 -2.16 2.61
82 C 5.88 2.59 2.45
83 O 5.11 1.79 1.90
84 N 6.24 3.79 2.03
85 N 6.65 2.31 3.51
86 H 5.97 4.11 1.11
87 H 6.92 4.21 2.65
88 H 6.48 1.45 4.01
89 H 6.95 3.05 4.13

* LUMO: -5.3 eV
* total charge: +2
* relative energy (zero: lowest compared OMol25 entry of this formula, charge and spin): 68.2 kcal per mole
* frontier orbital gap: 7.778 eV
* E: -67819.0237 eV
* E_HOMO: -0.4803 hartree
* largest force on an atom: 0.1547 hartree/bohr